[1]
8 unconnected molecules or ions with the total composition C7H30NO7, computed with the ωB97M-V functional and the def2-TZVPD basis.

Maximum force ... 0.110 hartree/bohr
ΔE to the lowest compared entry with this formula, charge and spin ... 329.55 kJ/mol
Gap between HOMO and LUMO ... 10.0 eV
Charge ... +1
Lowest unoccupied orbital energy ... -2.56 eV

Each line ends with the Mulliken charge.
Cartesian coordinates (Å):
H1 0.3777 -0.5256 2.5986  0.30
H2 -2.5748 0.2934 3.5720  0.35
H3 -1.0715 0.9409 2.9540  0.22
H4 -1.1013 1.4319 -0.9851  0.32
C1 2.1291 -2.5206 0.5196  -1.62
H5 1.1019 2.8879 1.8242  0.31
H6 -2.0372 -1.3893 -0.3639  0.42
H7 0.1818 -0.0556 -4.0604  0.32
H8 -2.6144 1.1323 -2.7163  0.32
C2 -1.9257 -0.5477 1.7002  1.53
H9 -1.0856 0.9397 -2.5249  0.41
H10 2.9395 -1.9317 0.8361  0.44
C3 -2.0726 0.6359 2.6335  -1.29
H11 1.4908 1.8758 2.8949  0.28
H12 1.6359 1.7736 -1.3252  0.25
H13 -0.1563 0.0895 -0.1173  -0.50
H14 2.3653 -2.6520 -0.5072  0.49
C4 0.2099 -1.4925 2.1289  -0.76
H15 -4.2178 -0.7042 -1.6641  0.31
O1 -1.7807 1.5675 -2.5431  -0.71
H16 1.2812 -0.4339 -0.7338  0.34
H17 -0.0819 -2.3434 0.1056  0.11
H18 -0.4680 2.7302 -1.2769  0.35
H19 3.8784 0.1271 -0.4285  0.31
O2 3.8942 0.0202 0.5222  -0.66
H20 2.7162 2.2641 -1.9526  0.34
H21 1.9480 -3.4471 1.0304  0.44
H22 1.2247 0.3948 0.7857  0.29
H23 1.1963 0.6581 -3.1507  0.38
H24 -2.8987 0.1266 0.0427  0.45
O3 0.3204 0.1015 -3.0570  -0.69
H25 4.4301 0.8591 0.8574  0.34
H26 -3.2538 -1.4995 -2.6874  0.29
H27 0.7227 -2.2769 2.6525  0.44
C5 -1.2611 -1.8642 2.3011  -0.85
O4 2.2907 1.4933 -2.0817  -0.66
C6 -2.2438 -0.6574 0.4093  -1.90
O5 1.7194 2.1971 2.0411  -0.63
N1 0.7897 -0.2901 0.1262  0.68
H28 -1.5568 -2.7714 1.8156  0.43
O6 -3.5994 -0.6534 -2.3975  -0.60
C7 0.7113 -1.7157 0.6336  0.36
O7 -0.2576 1.9100 -0.7149  -0.70
H29 -1.2960 -2.0257 3.3903  0.36
H30 -2.5829 1.4457 2.1408  0.40

---

[2]
A molecular structure, C13H22EuFI2OP2, computed with the ωB97M-V functional and the def2-TZVPD basis.

Maximum force ... 0.143 hartree/bohr
2S+1 ... 7
ΔE to the lowest compared entry with this formula, charge and spin ... 163.94 kJ/mol
Gap between HOMO and LUMO (spin up / spin down) ... 7.5 / 5.3 eV
Charge ... +2
Lowest unoccupied orbital energy (spin up / spin down) ... -7.86 / -10.07 eV

Each line ends with the Mulliken charge.
Cartesian coordinates (Å):
I1 -0.2421 -4.0190 1.4931  -0.19
H1 1.1988 2.5574 2.1143  0.36
C1 1.0906 -2.8898 -3.3032  -1.10
C2 -1.2710 0.8451 0.0511  0.24
H2 1.8689 2.1661 3.7619  0.45
P1 0.0250 -1.5889 -2.4939  0.60
H3 3.0617 -0.1325 4.3674  0.39
H4 0.1037 -1.0185 4.2622  0.40
H5 3.7747 -0.3579 2.6638  0.36
C3 0.1057 -0.3039 -3.8016  -1.17
H6 -0.3420 0.6413 -3.4500  0.36
F1 -4.2250 3.7764 -0.1304  -0.26
H7 -0.8044 1.7413 1.9888  0.47
P2 1.4382 0.1590 2.5789  0.60
C4 -3.2114 2.8446 -0.0888  0.34
Eu1 -0.0737 -1.3154 0.4717  0.88
C5 -2.4360 2.7408 1.0520  -1.34
H8 2.7632 -1.6848 3.4066  0.36
C6 -3.0461 1.9843 -1.1567  -1.33
H9 2.1021 -2.4282 -3.3420  0.36
C7 1.3060 0.6107 -0.5891  0.23
H10 -1.7992 -2.3042 -3.8711  0.43
C8 2.9497 -0.5899 3.3739  -1.10
H11 -3.6431 2.0655 -2.0780  0.48
H12 1.0886 -3.7585 -2.6109  0.36
C9 1.9074 1.9306 2.6837  -1.17
C10 -2.0369 0.9817 -1.0587  0.20
H13 -0.4677 -0.7233 -4.6465  0.46
C11 -1.6667 -2.2783 -2.7828  -1.17
H14 -0.7859 0.4069 3.6434  0.38
H15 1.1779 -0.1427 -4.0243  0.39
I2 3.5814 -1.4252 -0.4886  0.19
H16 -2.5480 3.4346 1.9010  0.48
O1 2.1834 1.2753 -1.0473  -0.22
H17 -2.4462 -1.6394 -2.3239  0.38
H18 0.6085 0.6683 4.7628  0.43
H19 -1.7395 -3.2820 -2.3282  0.40
C12 0.2103 0.0380 3.9579  -1.16
H20 0.6563 -3.1130 -4.2882  0.39
H21 2.9183 2.0193 2.2402  0.39
H22 -1.8971 0.3840 -1.9717  0.42
C13 -1.4381 1.7243 1.1015  0.06

---

Number 1 is which compound?
C7H30NO7

---

Which of these has the lowest ΔE to the lowest compared entry with this formula, charge and spin?
C13H22EuFI2OP2